C11H22AsF5N5O2PtSTe as an isolated structure at a distorted geometry, computed with ωB97M-V/def2-TZVPD.

Output
E (eV): -119105.49923
E_HOMO (alpha / beta) (eV): -11.443 / -11.381
Frontier orbital gap (alpha / beta) (eV): 7.0 / 7.0
F_max (eV/A): 1.69
Relative energy (zero: lowest compared OMol25 entry of this formula, charge and spin) (eV): 2.107

ORCA input file:
```
! RIJCOSX wB97M-V def2-TZVPD def2/J DEFGRID3
* xyz 1 1
Pt 0.7268 0.7508 0.5969
N 3.0811 -0.2337 0.5908
N 2.9857 -1.6489 0.6461
C 1.9715 -2.2958 0.0630
N 1.7599 -3.5711 0.3878
S 0.9321 -1.6551 -1.1565
H 3.5255 0.0309 -0.2819
H 3.6599 0.0776 1.3617
H 3.4076 -2.0728 1.4584
H 2.1897 -3.9547 1.2156
H 0.8591 -3.9725 0.1618
C 1.5584 4.2091 0.5792
As 0.4412 2.9136 -0.3200
C 0.9285 3.0442 -2.1771
C -1.3845 3.5472 -0.1533
C -1.5480 4.9282 -0.7145
C -1.3618 6.0491 0.0914
C -1.4912 7.3262 -0.4352
C -1.8068 7.4974 -1.7758
C -1.9986 6.3863 -2.5849
C -1.8705 5.1096 -2.0577
H 1.4193 5.1765 0.0989
H 2.5982 3.8998 0.4966
H 1.2809 4.2785 1.6288
H 0.8010 4.0709 -2.5143
H 0.2968 2.3754 -2.7580
H 1.9673 2.7396 -2.2871
H -1.6194 3.4951 0.9109
H -1.9849 2.7898 -0.6575
H -1.1341 5.9233 1.1445
H -1.3568 8.1883 0.2054
H -1.9132 8.4936 -2.1850
H -2.2615 6.5143 -3.6270
H -2.0410 4.2454 -2.6908
N -3.6077 -1.4133 -1.1051
C -3.5089 -0.1021 -0.7144
N -4.6218 0.4533 -0.1636
O -2.4512 0.5137 -0.8420
H -4.5057 -1.8654 -1.1414
H -2.9461 -1.6933 -1.8090
H -5.3579 -0.1416 0.1776
H -4.4545 1.2896 0.3698
F -1.1918 -1.6592 3.4906
Te -1.4049 -1.3732 1.6801
F 0.7309 -0.9985 1.9188
F -1.2570 0.6011 2.1559
F -1.0767 -3.3021 1.5218
F -3.2639 -1.4514 2.0655
O 1.1705 -0.0964 -1.1990
*
```

Atomic partial charges in e from the Löwdin method, atoms 1 to 5: 0.83 -0.01 -0.01 -0.64 0.15